[1]
{"formula": "C49H33BF5N3O9S4TeTi", "method": "ωB97M-V/def2-TZVPD", "charge": -2, "molar_mass_g_mol": 1217.352, "e_above_lowest_kj_mol": 0.00, "e_homo_ha": -0.11730, "homo_lumo_gap_ev": 6.6, "lumo_energy_ev": 3.3620, "multiplicity": 1, "species": ["Ti", "O", "S", "O", "O", "O", "C", "C", "C", "C", "C", "O", "C", "C", "C", "C", "C", "C", "C", "O", "C", "C", "C", "N", "C", "C", "Te", "C", "C", "C", "C", "C", "C", "C", "C", "C", "C", "C", "C", "H", "H", "H", "H", "H", "H", "H", "H", "H", "H", "H", "H", "H", "H", "H", "H", "H", "H", "H", "H", "H", "H", "H", "H", "O", "B", "O", "C", "C", "C", "C", "C", "C", "H", "H", "H", "H", "S", "C", "S", "C", "N", "N", "C", "C", "C", "C", "C", "C", "S", "H", "H", "H", "H", "H", "F", "C", "C", "F", "C", "F", "C", "O", "C", "F", "C", "F"], "coordinates": [[0.02, 0.58, -1.29], [2.95, 2.20, -0.52], [1.77, 2.65, -1.21], [1.86, 3.93, -1.86], [1.35, 1.55, -2.27], [0.52, 2.52, -0.36], [0.42, -4.59, 3.61], [0.50, -3.36, 2.74], [1.02, -3.41, 1.47], [1.09, -2.27, 0.65], [1.60, -2.35, -0.72], [1.42, -1.50, -1.57], [2.36, -3.58, -1.14], [3.52, -3.98, -0.48], [4.23, -5.08, -0.94], [3.77, -5.80, -2.04], [2.61, -5.40, -2.69], [1.91, -4.28, -2.25], [0.62, -1.03, 1.14], [0.67, 0.07, 0.46], [0.09, -0.99, 2.45], [0.03, -2.13, 3.21], [-0.47, 0.31, 2.93], [-1.65, 0.71, 2.72], [-2.59, -0.05, 1.93], [-3.90, -0.27, 2.69], [-4.47, 1.32, 3.99], [-2.94, 1.08, 5.42], [-2.50, -0.17, 5.84], [-1.45, -0.29, 6.74], [-0.84, 0.85, 7.25], [-1.28, 2.10, 6.85], [-2.32, 2.21, 5.94], [0.41, 1.20, 3.73], [0.18, 2.57, 3.72], [0.97, 3.42, 4.49], [1.98, 2.90, 5.28], [2.23, 1.54, 5.29], [1.45, 0.69, 4.51], [0.71, -5.48, 3.04], [-0.59, -4.76, 3.99], [1.09, -4.53, 4.48], [1.37, -4.35, 1.07], [3.87, -3.42, 0.37], [5.14, -5.38, -0.44], [4.32, -6.66, -2.39], [2.26, -5.95, -3.55], [1.03, -3.94, -2.77], [-0.40, -2.07, 4.21], [-2.20, -1.02, 1.62], [-2.78, 0.53, 1.02], [-3.88, -1.19, 3.28], [-4.74, -0.36, 2.01], [-2.96, -1.07, 5.44], [-1.11, -1.27, 7.03], [0.00, 0.75, 7.93], [-0.79, 2.99, 7.22], [-2.62, 3.20, 5.60], [-0.60, 2.96, 3.08], [0.79, 4.49, 4.45], [2.60, 3.57, 5.88], [3.03, 1.13, 5.89], [1.66, -0.37, 4.50], [-1.61, 3.19, -2.25], [-1.46, 2.20, -1.27], [-2.33, 2.49, -0.19], [-2.90, 3.69, -0.48], [-3.78, 4.43, 0.28], [-4.22, 5.64, -0.27], [-3.78, 6.07, -1.51], [-2.89, 5.30, -2.28], [-2.47, 4.11, -1.73], [-4.09, 4.09, 1.26], [-4.90, 6.26, 0.30], [-4.14, 7.01, -1.91], [-2.54, 5.63, -3.24], [1.84, 3.58, -7.24], [1.41, 2.30, -6.25], [-0.07, 2.23, -5.36], [0.36, 0.67, -4.72], [1.51, 0.25, -5.12], [2.09, 1.17, -5.97], [3.43, 0.87, -6.35], [4.28, 0.37, -5.37], [5.59, 0.05, -5.71], [6.03, 0.22, -7.02], [5.17, 0.71, -7.98], [3.86, 1.04, -7.66], [-0.70, -0.19, -3.65], [3.92, 0.25, -4.36], [6.25, -0.33, -4.95], [7.05, -0.04, -7.28], [5.51, 0.84, -9.00], [3.18, 1.43, -8.39], [-5.60, -3.73, -2.88], [-4.56, -3.01, -2.41], [-4.66, -1.64, -2.29], [-5.80, -1.02, -2.64], [-3.60, -0.90, -1.80], [-3.75, 0.43, -1.69], [-2.38, -1.49, -1.41], [-1.37, -0.84, -0.93], [-2.33, -2.89, -1.54], [-1.21, -3.54, -1.20], [-3.39, -3.63, -2.03], [-3.28, -4.97, -2.15]]}

***

[2]
{"formula": "C49H33I4N5O2Pt", "method": "ωB97M-V/def2-TZVPD", "molar_mass_g_mol": 1426.530, "e_homo_ha": -0.25597, "homo_lumo_gap_ev": 5.9, "lumo_energy_ev": -1.0686, "multiplicity": 1, "species": ["Pt", "I", "C", "C", "C", "C", "C", "C", "C", "C", "C", "C", "C", "C", "C", "C", "C", "C", "I", "C", "C", "C", "N", "C", "C", "C", "C", "C", "C", "I", "C", "C", "C", "C", "C", "C", "N", "C", "C", "C", "C", "C", "N", "C", "C", "C", "C", "I", "C", "C", "C", "C", "N", "H", "H", "H", "H", "H", "H", "H", "H", "H", "H", "H", "H", "H", "H", "H", "H", "H", "H", "H", "H", "H", "H", "H", "H", "O", "C", "O", "C", "N", "C", "C", "C", "H", "H", "H", "H", "H", "H", "H", "H", "H"], "coordinates": [[-0.77, 0.06, 0.04], [-1.06, -6.88, 6.98], [-0.95, -5.36, 5.53], [-1.79, -4.26, 5.61], [-1.73, -3.29, 4.63], [-0.86, -3.41, 3.55], [-0.01, -4.52, 3.50], [-0.05, -5.49, 4.49], [-0.83, -2.38, 2.48], [-0.62, -1.05, 2.88], [-0.25, -0.65, 4.20], [-0.16, 0.71, 4.19], [-0.47, 1.13, 2.86], [-0.53, 2.47, 2.45], [-0.53, 3.50, 3.52], [0.43, 4.51, 3.57], [0.37, 5.49, 4.55], [-0.64, 5.46, 5.49], [-0.79, 7.01, 6.91], [-1.58, 4.45, 5.48], [-1.52, 3.47, 4.50], [-0.63, 2.89, 1.13], [-0.67, 2.09, 0.03], [-0.74, 2.91, -1.06], [-0.81, 2.50, -2.40], [-0.93, 3.55, -3.44], [-2.06, 3.60, -4.25], [-2.21, 4.60, -5.20], [-1.23, 5.56, -5.34], [-1.47, 7.09, -6.78], [-0.10, 5.54, -4.55], [0.05, 4.53, -3.60], [-0.88, 1.16, -2.80], [-0.92, 0.73, -4.16], [-1.04, -0.62, -4.15], [-1.05, -1.02, -2.77], [-0.92, 0.08, -1.97], [-1.25, -2.33, -2.34], [-1.22, -2.75, -1.02], [-1.40, -4.11, -0.61], [-1.27, -4.13, 0.74], [-1.01, -2.78, 1.16], [-1.00, -1.95, 0.07], [-1.59, -3.34, -3.39], [-0.60, -4.11, -4.00], [-0.94, -5.03, -4.98], [-2.27, -5.19, -5.34], [-2.79, -6.60, -6.82], [-3.26, -4.43, -4.74], [-2.91, -3.51, -3.77], [-0.79, 4.28, -0.63], [-0.73, 4.27, 0.72], [-0.72, 0.04, 2.07], [-2.48, -4.16, 6.44], [-2.40, -2.44, 4.68], [0.71, -4.60, 2.70], [0.62, -6.34, 4.44], [-0.05, -1.31, 5.02], [0.11, 1.35, 5.01], [1.23, 4.52, 2.85], [1.12, 6.28, 4.58], [-2.36, 4.42, 6.23], [-2.27, 2.69, 4.48], [-2.84, 2.87, -4.12], [-3.10, 4.63, -5.81], [0.67, 6.29, -4.66], [0.94, 4.51, -2.99], [-0.86, 1.38, -5.02], [-1.09, -1.29, -4.98], [-1.59, -4.94, -1.27], [-1.36, -4.98, 1.39], [0.43, -3.98, -3.72], [-0.17, -5.63, -5.46], [-4.30, -4.55, -5.03], [-3.68, -2.91, -3.30], [-0.88, 5.13, -1.27], [-0.78, 5.11, 1.38], [1.85, 0.31, 0.56], [2.65, -0.47, 0.12], [2.36, -1.35, -0.82], [4.12, -0.49, 0.60], [4.84, -1.58, -0.09], [5.97, -1.00, -0.83], [5.45, 0.39, -1.18], [4.79, 0.81, 0.13], [4.11, -0.58, 1.68], [3.19, -1.85, -0.98], [5.12, -2.32, 0.54], [6.21, -1.62, -1.70], [6.87, -0.91, -0.21], [4.71, 0.32, -1.98], [6.24, 1.07, -1.50], [4.06, 1.61, 0.02], [5.55, 1.12, 0.85]]}

***

[3]
{"formula": "C49H36Cl10NO3PS", "method": "ωB97M-V/def2-TZVPD", "molar_mass_g_mol": 1104.402, "e_homo_ha": -0.26788, "homo_lumo_gap_ev": 7.0, "lumo_energy_ev": -0.2832, "multiplicity": 1, "species": ["O", "P", "O", "C", "C", "C", "C", "C", "C", "N", "C", "C", "C", "C", "O", "C", "C", "C", "C", "C", "C", "C", "C", "C", "S", "H", "H", "H", "H", "H", "H", "H", "H", "H", "H", "H", "H", "H", "H", "H", "H", "Cl", "C", "C", "Cl", "C", "C", "C", "C", "H", "H", "H", "H", "Cl", "C", "C", "Cl", "C", "C", "C", "C", "H", "H", "H", "H", "Cl", "C", "C", "Cl", "C", "C", "C", "C", "H", "H", "H", "H", "Cl", "C", "C", "Cl", "C", "C", "C", "C", "H", "H", "H", "H", "Cl", "C", "C", "Cl", "C", "C", "C", "C", "H", "H", "H", "H"], "coordinates": [[3.38, 4.33, -3.13], [3.64, 2.79, -2.30], [4.91, 2.03, -3.29], [2.05, 1.78, -2.74], [0.65, 2.65, -3.03], [-0.72, 1.82, -3.44], [-0.79, 0.17, -3.59], [0.60, -0.65, -3.28], [2.02, 0.12, -2.84], [3.29, -0.64, -2.56], [3.07, -1.80, -1.58], [4.02, -2.02, -0.26], [3.80, -3.28, 0.83], [4.83, -3.30, 2.11], [4.34, -2.54, 3.29], [2.92, -2.84, 3.57], [1.78, -1.69, 3.18], [0.17, -1.85, 3.45], [-0.36, -3.26, 4.16], [0.73, -4.42, 4.59], [2.35, -4.21, 4.28], [2.60, -4.35, 0.52], [1.59, -4.21, -0.80], [1.84, -2.91, -1.81], [0.74, -2.56, -3.33], [4.05, 4.37, -3.88], [4.66, 2.19, -4.26], [0.60, 3.81, -2.94], [-1.72, 2.44, -3.63], [-1.76, -0.42, -3.89], [3.50, -1.14, -3.48], [4.88, -1.21, -0.09], [5.82, -2.75, 1.75], [5.19, -4.40, 2.40], [2.16, -0.69, 2.71], [-0.54, -0.96, 3.14], [-1.53, -3.33, 4.31], [0.33, -5.41, 5.12], [3.09, -5.06, 4.62], [2.45, -5.27, 1.27], [0.71, -4.99, -0.97], [-3.81, 3.11, -3.39], [-4.01, 4.77, -2.95], [-5.23, 5.29, -2.50], [-6.65, 4.31, -2.34], [-5.33, 6.64, -2.17], [-4.21, 7.48, -2.27], [-3.00, 6.96, -2.71], [-2.89, 5.61, -3.05], [-6.27, 7.06, -1.82], [-4.30, 8.53, -2.01], [-2.13, 7.61, -2.79], [-1.94, 5.21, -3.39], [6.06, -4.88, -3.87], [6.48, -5.72, -2.42], [5.89, -5.42, -1.18], [4.68, -4.20, -1.00], [6.28, -6.13, -0.04], [7.25, -7.12, -0.12], [7.84, -7.42, -1.36], [7.45, -6.72, -2.50], [5.83, -5.90, 0.93], [7.56, -7.67, 0.77], [8.59, -8.20, -1.43], [7.91, -6.96, -3.45], [-5.37, -0.18, 3.83], [-6.34, 0.73, 2.73], [-7.70, 0.97, 2.95], [-8.53, 0.38, 4.35], [-8.44, 1.71, 2.02], [-7.82, 2.21, 0.88], [-6.46, 1.98, 0.66], [-5.72, 1.24, 1.59], [-9.50, 1.89, 2.18], [-8.39, 2.79, 0.15], [-5.97, 2.38, -0.23], [-4.66, 1.07, 1.41], [4.79, -6.73, 5.63], [4.65, -6.35, 7.31], [4.24, -7.28, 8.26], [3.84, -8.91, 7.85], [4.13, -6.91, 9.61], [4.45, -5.60, 10.00], [4.87, -4.67, 9.05], [4.97, -5.04, 7.71], [3.81, -7.63, 10.35], [4.37, -5.32, 11.04], [5.12, -3.66, 9.35], [5.30, -4.31, 6.97], [-6.13, 10.10, -3.31], [-6.75, 9.70, -4.87], [-5.93, 9.44, -5.97], [-4.20, 9.49, -5.86], [-6.49, 9.12, -7.21], [-7.88, 9.06, -7.35], [-8.71, 9.31, -6.26], [-8.14, 9.63, -5.02], [-5.86, 8.92, -8.07], [-8.32, 8.82, -8.32], [-9.79, 9.26, -6.37], [-8.80, 9.83, -4.17]]}

***

[4]
{"formula": "C49H38FN5O12", "method": "ωB97M-V/def2-TZVPD", "molar_mass_g_mol": 907.864, "e_homo_ha": -0.33566, "homo_lumo_gap_ev": 8.1, "lumo_energy_ev": -1.0487, "multiplicity": 1, "species": ["C", "C", "C", "C", "C", "C", "C", "F", "C", "C", "C", "C", "C", "O", "C", "C", "C", "C", "C", "C", "C", "O", "H", "H", "H", "H", "H", "H", "H", "H", "H", "H", "H", "H", "H", "C", "C", "C", "C", "C", "C", "N", "O", "O", "H", "H", "H", "H", "H", "C", "C", "C", "C", "C", "C", "N", "O", "O", "H", "H", "H", "H", "H", "C", "C", "C", "C", "C", "C", "N", "O", "O", "H", "H", "H", "H", "H", "C", "C", "C", "C", "C", "C", "N", "O", "O", "H", "H", "H", "H", "H", "C", "C", "C", "C", "C", "C", "N", "O", "O", "H", "H", "H", "H", "H"], "coordinates": [[-1.21, 1.02, -3.71], [-1.96, 0.54, -2.87], [-3.03, 0.40, -1.73], [-2.44, -0.07, -0.35], [-2.79, -1.47, 0.17], [-3.70, -2.48, -0.64], [-5.26, -2.28, -0.37], [-5.48, -1.57, 0.84], [-2.28, -1.94, 1.50], [-1.40, -1.06, 2.35], [-1.03, 0.31, 1.88], [-1.56, 0.80, 0.54], [-1.17, 2.26, 0.13], [-1.35, 2.76, -0.98], [-0.53, 3.22, 1.22], [-0.49, 4.70, 0.93], [0.10, 5.72, 1.86], [0.69, 5.19, 3.15], [0.65, 3.71, 3.46], [0.03, 2.71, 2.54], [-0.08, 1.18, 2.80], [0.55, 0.69, 3.73], [-0.69, 1.43, -4.62], [-3.60, 1.36, -1.53], [-3.81, -0.33, -2.12], [-3.54, -2.37, -1.77], [-3.44, -3.57, -0.41], [-5.73, -1.81, -1.28], [-5.76, -3.30, -0.24], [-2.59, -2.96, 1.86], [-1.07, -1.48, 3.34], [-0.94, 5.01, -0.06], [0.07, 6.80, 1.57], [1.13, 5.98, 3.86], [1.10, 3.38, 4.44], [6.81, 6.57, 1.86], [7.27, 6.09, 3.09], [6.42, 6.09, 4.19], [5.12, 6.57, 4.06], [4.66, 7.05, 2.84], [5.51, 7.05, 1.74], [4.22, 6.54, 5.21], [4.66, 6.13, 6.27], [3.08, 6.94, 5.04], [7.47, 6.56, 1.00], [8.28, 5.72, 3.18], [6.79, 5.72, 5.14], [3.65, 7.43, 2.73], [5.16, 7.42, 0.78], [12.58, 6.34, -0.92], [12.37, 7.71, -1.03], [11.12, 8.20, -1.40], [10.09, 7.30, -1.66], [10.30, 5.93, -1.57], [11.55, 5.45, -1.19], [8.77, 7.81, -2.03], [8.63, 9.02, -2.13], [7.88, 6.99, -2.22], [13.55, 5.97, -0.62], [13.18, 8.40, -0.81], [10.97, 9.27, -1.48], [9.50, 5.23, -1.78], [11.72, 4.38, -1.11], [-10.29, -7.47, 0.50], [-10.69, -6.31, -0.15], [-9.75, -5.55, -0.84], [-8.42, -5.96, -0.87], [-8.02, -7.12, -0.21], [-8.96, -7.87, 0.47], [-7.44, -5.17, -1.62], [-7.83, -4.15, -2.17], [-6.29, -5.58, -1.65], [-11.02, -8.07, 1.03], [-11.72, -6.00, -0.13], [-10.07, -4.65, -1.35], [-6.98, -7.44, -0.23], [-8.66, -8.78, 0.99], [-6.12, -13.43, 2.18], [-5.15, -12.72, 1.48], [-5.51, -11.89, 0.43], [-6.85, -11.78, 0.08], [-7.83, -12.50, 0.76], [-7.46, -13.32, 1.81], [-7.24, -10.89, -1.02], [-6.35, -10.29, -1.61], [-8.43, -10.79, -1.28], [-5.84, -14.07, 3.00], [-4.10, -12.81, 1.77], [-4.74, -11.35, -0.10], [-8.87, -12.42, 0.49], [-8.21, -13.88, 2.36], [1.70, 3.05, -3.54], [2.34, 3.05, -4.78], [3.72, 2.91, -4.84], [4.45, 2.77, -3.67], [3.81, 2.77, -2.43], [2.43, 2.92, -2.37], [5.90, 2.59, -3.73], [6.43, 2.61, -4.84], [6.50, 2.43, -2.68], [0.62, 3.16, -3.49], [1.76, 3.16, -5.69], [4.21, 2.91, -5.81], [4.38, 2.66, -1.51], [1.93, 2.92, -1.41]]}